Entry 1:
{"formula": "C4H3NO2", "method": "ωB97M-V/def2-TZVPD", "homo_ev": -11.1, "fmax_ev_per_a": 4.36, "de_lowest_kj_mol": 302.6, "smiles": "N#CC(=O)[C@H]1CO1", "homo_lumo_gap_ev": 10.275, "molar_mass_g_mol": 97.07, "energy_ha": -359.35510, "species": ["C", "C", "C", "C", "H", "H", "H", "N", "O", "O"], "positions_angstrom": [[-1.10, 0.63, -0.07], [-1.73, -0.68, -0.18], [0.50, 0.57, -0.30], [1.26, -0.36, 0.47], [0.96, 1.52, -0.59], [0.94, -1.03, 1.29], [2.39, -0.05, 0.56], [-2.32, -1.65, -0.15], [-1.86, 1.61, -0.13], [0.94, -0.56, -0.91]]}

Entry 2:
{"formula": "C23H46Br2CrN4OSi4", "method": "ωB97M-V/def2-TZVPD", "homo_ev": [-5.9, -7.0], "fmax_ev_per_a": 1.42, "de_lowest_kj_mol": 14.6, "homo_lumo_gap_ev": [5.914, 6.935], "multiplicity": 5, "molar_mass_g_mol": 718.80, "energy_ha": -8548.89227, "species": ["Cr", "N", "C", "C", "N", "C", "C", "N", "H", "H", "H", "H", "H", "H", "H", "H", "H", "H", "H", "H", "H", "C", "C", "C", "C", "C", "C", "Br", "C", "C", "Br", "C", "O", "C", "N", "H", "H", "H", "H", "H", "H", "C", "Si", "C", "C", "Si", "Si", "C", "C", "C", "Si", "C", "C", "C", "H", "H", "H", "H", "H", "H", "H", "H", "H", "H", "H", "H", "H", "H", "H", "H", "H", "H", "H", "H", "H", "H", "H", "H", "H", "H", "H"], "positions_angstrom": [[-0.04, 0.12, -0.29], [-1.22, -0.91, 1.44], [-0.39, -1.08, 2.65], [1.05, -1.43, 2.24], [1.54, -0.54, 1.19], [2.35, 0.61, 1.64], [1.58, 1.66, 2.44], [0.42, 2.13, 1.68], [-2.13, -0.55, 1.71], [-1.40, -1.83, 1.03], [-0.77, -1.88, 3.29], [-0.43, -0.16, 3.22], [1.04, -2.44, 1.84], [1.70, -1.41, 3.13], [2.14, -1.07, 0.57], [2.76, 1.08, 0.74], [3.20, 0.27, 2.26], [2.28, 2.46, 2.69], [1.24, 1.24, 3.39], [0.73, 2.71, 0.91], [-0.18, 2.71, 2.26], [-3.00, 1.99, -0.13], [-2.08, 2.44, -1.22], [-2.46, 3.43, -2.13], [-1.59, 3.90, -3.07], [-0.29, 3.37, -3.12], [0.74, 3.76, -4.00], [0.40, 5.11, -5.30], [1.99, 3.20, -3.96], [2.26, 2.19, -3.04], [3.99, 1.41, -2.94], [1.29, 1.70, -2.17], [1.48, 0.72, -1.34], [0.01, 2.34, -2.20], [-0.87, 1.88, -1.26], [-3.95, 1.66, -0.54], [-3.20, 2.82, 0.56], [-2.54, 1.18, 0.43], [-3.47, 3.84, -2.08], [-1.88, 4.69, -3.75], [2.76, 3.54, -4.63], [-4.00, -0.38, -2.92], [-3.28, -1.79, -1.86], [-4.15, -1.68, -0.16], [-3.97, -3.42, -2.57], [-0.91, -1.64, -1.79], [-0.27, -3.82, -1.12], [-0.66, -5.30, -2.24], [-1.11, -4.31, 0.54], [1.61, -3.90, -0.83], [-0.23, -1.55, -4.05], [1.66, -1.63, -4.11], [-0.79, 0.04, -4.93], [-0.89, -2.97, -5.13], [-4.98, -0.05, -2.56], [-4.12, -0.70, -3.96], [-3.33, 0.49, -2.92], [-5.23, -1.82, -0.29], [-4.01, -0.71, 0.32], [-3.80, -2.46, 0.52], [-5.05, -3.36, -2.71], [-3.77, -4.25, -1.90], [-3.52, -3.66, -3.54], [-1.70, -5.30, -2.56], [-0.46, -6.25, -1.73], [-0.04, -5.28, -3.15], [-2.16, -4.00, 0.56], [-0.62, -3.88, 1.42], [-1.10, -5.40, 0.67], [2.11, -4.10, -1.78], [1.90, -4.69, -0.13], [2.01, -2.96, -0.46], [2.09, -1.01, -3.31], [2.06, -1.27, -5.06], [2.01, -2.65, -3.96], [-0.44, 0.92, -4.39], [-1.88, 0.10, -4.99], [-0.40, 0.09, -5.94], [-0.47, -3.93, -4.83], [-0.65, -2.81, -6.19], [-1.98, -3.05, -5.06]]}

Entry 3:
{"formula": "C16H18ClN3O3", "method": "ωB97M-V/def2-TZVPD", "homo_ev": -8.9, "fmax_ev_per_a": 1.29, "de_lowest_kj_mol": 0.0, "smiles": "O=C(CCc1nc(-c2ccc(Cl)cc2)no1)NC[C@@H]1CCCO1", "homo_lumo_gap_ev": 9.408, "molar_mass_g_mol": 335.79, "energy_ha": -1470.68624, "species": ["O", "C", "N", "H", "C", "H", "H", "C", "C", "H", "C", "H", "C", "H", "O", "H", "H", "H", "H", "C", "H", "C", "C", "N", "C", "N", "O", "C", "C", "C", "C", "C", "C", "H", "H", "Cl", "H", "H", "H", "H", "H"], "positions_angstrom": [[-1.94, -1.46, 1.86], [-1.28, -1.52, 0.85], [-1.58, -2.33, -0.19], [-1.07, -2.26, -1.06], [-2.82, -3.07, -0.27], [-2.60, -4.12, -0.46], [-3.32, -2.96, 0.69], [-3.70, -2.51, -1.40], [-5.02, -3.29, -1.54], [-5.87, -2.72, -1.16], [-5.12, -3.56, -3.04], [-5.64, -4.48, -3.27], [-3.64, -3.61, -3.43], [-3.45, -3.37, -4.48], [-3.02, -2.61, -2.64], [-3.21, -4.60, -3.20], [-5.61, -2.73, -3.55], [-4.96, -4.22, -0.98], [-3.87, -1.44, -1.21], [0.02, -0.74, 0.65], [0.85, -1.46, 0.64], [0.22, 0.27, 1.78], [1.56, 0.88, 1.72], [1.86, 2.13, 1.53], [3.23, 2.14, 1.55], [3.73, 0.94, 1.74], [2.65, 0.12, 1.85], [4.01, 3.34, 1.38], [5.41, 3.28, 1.41], [6.15, 4.43, 1.24], [5.50, 5.64, 1.04], [4.12, 5.71, 1.01], [3.37, 4.56, 1.17], [2.30, 4.59, 1.15], [3.63, 6.66, 0.85], [6.43, 7.08, 0.83], [7.23, 4.40, 1.26], [5.89, 2.33, 1.56], [0.09, -0.25, 2.73], [-0.53, 1.06, 1.72], [0.00, -0.23, -0.32]]}

Entry 4:
{"formula": "C36H58F2O8", "method": "ωB97M-V/def2-TZVPD", "homo_ev": -9.5, "fmax_ev_per_a": 3.95, "smiles": "Fc1ccccc1.Fc1ccccc1.CC(C)=O.CC(C)=O.CC(C)=O.CC(C)=O.CC(C)=O.CC(C)=O.CC(C)=O.CC(C)=O", "homo_lumo_gap_ev": 9.811, "molar_mass_g_mol": 656.85, "energy_ha": -2208.10576, "species": ["F", "C", "C", "C", "C", "C", "C", "H", "H", "H", "H", "H", "F", "C", "C", "C", "C", "C", "C", "H", "H", "H", "H", "H", "C", "C", "O", "C", "H", "H", "H", "H", "H", "H", "C", "C", "O", "C", "H", "H", "H", "H", "H", "H", "C", "C", "O", "C", "H", "H", "H", "H", "H", "H", "C", "C", "O", "C", "H", "H", "H", "H", "H", "H", "C", "C", "O", "C", "H", "H", "H", "H", "H", "H", "C", "C", "O", "C", "H", "H", "H", "H", "H", "H", "C", "C", "O", "C", "H", "H", "H", "H", "H", "H", "C", "C", "O", "C", "H", "H", "H", "H", "H", "H"], "positions_angstrom": [[-15.08, -9.40, 15.07], [-16.38, -9.51, 14.90], [-17.28, -8.83, 15.71], [-18.67, -9.02, 15.57], [-19.11, -9.96, 14.67], [-18.20, -10.61, 13.80], [-16.86, -10.30, 13.84], [-16.92, -8.08, 16.40], [-19.44, -8.47, 16.08], [-20.16, -10.22, 14.61], [-18.58, -11.32, 13.09], [-16.14, -10.76, 13.17], [-18.02, -8.34, 12.11], [-18.11, -8.46, 10.73], [-18.32, -7.32, 9.89], [-18.42, -7.53, 8.54], [-18.30, -8.81, 7.98], [-18.15, -9.92, 8.79], [-18.06, -9.74, 10.16], [-18.17, -6.35, 10.33], [-18.55, -6.69, 7.87], [-18.30, -8.93, 6.91], [-18.10, -10.92, 8.38], [-17.94, -10.54, 10.87], [-10.87, -12.29, 16.21], [-10.69, -10.83, 16.39], [-9.51, -10.38, 16.46], [-11.89, -10.00, 16.68], [-9.94, -12.79, 16.50], [-11.20, -12.63, 15.23], [-11.57, -12.68, 16.95], [-12.18, -10.08, 17.73], [-12.76, -10.21, 16.06], [-11.59, -8.97, 16.50], [-15.44, -3.74, 13.34], [-16.85, -4.29, 13.52], [-17.75, -3.49, 13.88], [-17.13, -5.81, 13.33], [-14.78, -4.23, 14.06], [-15.57, -2.67, 13.55], [-15.18, -3.87, 12.29], [-18.22, -5.87, 13.27], [-16.92, -6.39, 14.23], [-16.58, -6.11, 12.44], [-15.34, -12.93, 16.66], [-15.46, -12.43, 18.09], [-15.91, -13.12, 19.00], [-15.02, -11.03, 18.40], [-16.09, -12.39, 16.08], [-15.59, -13.99, 16.60], [-14.33, -12.70, 16.33], [-13.95, -10.85, 18.53], [-15.50, -10.72, 19.33], [-15.46, -10.30, 17.73], [-18.29, -3.02, 17.79], [-17.71, -4.35, 17.35], [-16.50, -4.54, 17.33], [-18.77, -5.34, 16.78], [-18.53, -2.38, 16.94], [-17.61, -2.43, 18.40], [-19.24, -3.16, 18.32], [-19.49, -5.72, 17.50], [-18.27, -6.18, 16.31], [-19.24, -4.78, 15.97], [-20.40, -11.42, 17.88], [-21.81, -11.12, 17.45], [-22.09, -10.00, 17.08], [-22.79, -12.28, 17.46], [-19.97, -12.33, 17.45], [-20.37, -11.58, 18.95], [-19.75, -10.56, 17.75], [-22.59, -13.12, 16.80], [-23.70, -11.80, 17.08], [-22.95, -12.60, 18.49], [-22.01, -7.62, 14.90], [-22.06, -6.91, 13.56], [-23.07, -6.81, 12.92], [-20.75, -6.26, 13.13], [-21.60, -7.01, 15.71], [-21.38, -8.49, 14.75], [-23.05, -7.87, 15.14], [-20.00, -6.13, 13.90], [-21.02, -5.32, 12.63], [-20.23, -6.83, 12.37], [-16.55, -15.83, 14.12], [-17.44, -14.69, 13.96], [-17.30, -13.84, 13.06], [-18.59, -14.47, 14.90], [-16.23, -15.91, 15.16], [-15.79, -15.76, 13.34], [-17.07, -16.77, 13.94], [-19.23, -15.35, 14.96], [-19.20, -13.66, 14.50], [-18.22, -14.12, 15.87], [-12.87, -4.56, 16.41], [-12.66, -5.98, 16.80], [-11.62, -6.37, 17.33], [-13.76, -6.96, 16.32], [-13.81, -4.21, 16.83], [-12.99, -4.37, 15.34], [-12.05, -3.92, 16.74], [-14.68, -6.60, 16.79], [-13.51, -7.97, 16.64], [-13.90, -6.94, 15.24]]}

Entry 5:
{"formula": "C38H36BrN5O5RuSbSe4", "method": "ωB97M-V/def2-TZVPD", "homo_ev": [-0.9, -1.3], "fmax_ev_per_a": 1.60, "de_lowest_kj_mol": 124.3, "homo_lumo_gap_ev": [4.227, 4.695], "multiplicity": 2, "charge": -2, "molar_mass_g_mol": 1261.31, "energy_ha": -14634.58009, "species": ["Ru", "O", "C", "C", "C", "C", "C", "C", "C", "O", "N", "N", "C", "C", "Br", "C", "C", "C", "C", "C", "C", "C", "H", "H", "H", "H", "H", "H", "H", "H", "H", "H", "H", "H", "H", "H", "C", "O", "C", "C", "C", "C", "C", "C", "N", "C", "N", "C", "C", "C", "C", "C", "C", "O", "C", "N", "C", "C", "C", "C", "C", "C", "O", "C", "H", "H", "H", "H", "H", "H", "H", "H", "H", "H", "H", "H", "H", "H", "H", "H", "H", "H", "H", "H", "H", "H", "Se", "Sb", "Se", "Se", "Se"], "positions_angstrom": [[2.25, 0.63, -0.06], [0.16, 5.51, -1.46], [-0.94, 4.84, -1.04], [-2.17, 5.42, -1.34], [-3.34, 4.81, -0.95], [-3.31, 3.61, -0.26], [-2.10, 3.05, 0.06], [-0.89, 3.65, -0.30], [0.41, 2.98, 0.09], [0.63, 1.87, -0.80], [0.28, 2.39, 1.44], [1.14, 1.27, 1.59], [1.13, 0.72, 2.80], [1.98, -0.30, 3.20], [3.28, -0.87, 1.87], [2.01, -1.04, 4.37], [1.36, -0.80, 5.60], [1.26, -1.87, 6.54], [0.64, -1.72, 7.75], [0.07, -0.51, 8.12], [0.18, 0.56, 7.24], [0.80, 0.43, 6.02], [0.88, 4.90, -1.68], [-2.17, 6.35, -1.89], [-4.29, 5.27, -1.20], [-4.23, 3.12, 0.03], [-2.04, 2.13, 0.63], [1.27, 3.65, 0.03], [0.62, 3.11, 2.07], [0.37, 1.05, 3.50], [2.58, -1.97, 4.32], [1.70, -2.82, 6.27], [0.59, -2.57, 8.43], [-0.42, -0.39, 9.08], [-0.23, 1.53, 7.52], [0.90, 1.30, 5.39], [-3.58, -5.06, -1.35], [-2.81, -3.90, -1.56], [-3.45, -2.70, -1.50], [-4.81, -2.54, -1.38], [-5.36, -1.26, -1.30], [-4.53, -0.16, -1.34], [-3.15, -0.31, -1.45], [-2.59, -1.58, -1.55], [-1.23, -1.83, -1.67], [-0.26, -0.83, -1.58], [-0.39, 0.08, -2.59], [0.43, 1.14, -2.99], [0.93, 2.10, -2.13], [1.79, 3.11, -2.56], [2.07, 3.19, -3.91], [1.52, 2.29, -4.81], [0.73, 1.26, -4.35], [0.19, 0.28, -5.14], [0.58, 0.26, -6.49], [0.61, -0.83, -0.63], [0.53, -1.90, 0.29], [-0.27, -1.83, 1.43], [-0.25, -2.85, 2.36], [0.56, -3.96, 2.14], [1.35, -4.05, 1.01], [1.34, -3.02, 0.08], [2.06, -3.02, -1.06], [3.34, -3.62, -1.03], [-2.88, -5.89, -1.37], [-4.32, -5.19, -2.14], [-4.08, -5.03, -0.38], [-5.46, -3.40, -1.33], [-6.43, -1.14, -1.20], [-4.94, 0.84, -1.26], [-2.52, 0.56, -1.46], [-0.95, -2.72, -1.29], [-0.89, -0.32, -3.37], [2.37, 3.68, -1.84], [2.81, 3.90, -4.23], [1.80, 2.35, -5.85], [0.07, -0.59, -6.94], [1.66, 0.14, -6.58], [0.27, 1.18, -7.01], [-0.86, -0.94, 1.59], [-0.84, -2.77, 3.26], [0.59, -4.75, 2.87], [1.99, -4.91, 0.86], [3.87, -3.24, -1.90], [3.26, -4.72, -1.08], [3.88, -3.32, -0.13], [7.44, 0.73, -0.81], [5.35, 1.74, -1.52], [3.85, 2.47, 0.41], [3.57, 0.01, -2.09], [5.65, 3.60, -3.06]]}

Entry 6:
{"formula": "C2H3FIrLiO", "method": "ωB97M-V/def2-TZVPD", "homo_ev": [-24.6, -26.8], "fmax_ev_per_a": 8.83, "de_lowest_kj_mol": 138.3, "homo_lumo_gap_ev": [8.462, 7.353], "multiplicity": 6, "charge": 3, "molar_mass_g_mol": 261.20, "energy_ha": -363.23691, "species": ["O", "C", "C", "Li", "H", "F", "H", "Ir", "H"], "positions_angstrom": [[-0.91, -0.76, -0.39], [-0.43, 0.29, 0.35], [0.99, 0.60, 0.27], [0.61, -1.75, -0.94], [-0.94, 0.51, 1.30], [1.77, -0.59, 0.12], [1.56, 1.34, -0.31], [-2.58, -1.23, -0.51], [-0.06, 1.60, 0.11]]}